Entry 1:
A cluster of 2 separate species, C18H16NO6S2 in total. Source: the OMol25 dataset; level of theory: ωB97M-V/def2-TZVPD.

Properties
F_max ... 3.56 eV Å⁻¹
HOMO energy ... -4.84 eV
Kohn-Sham gap ... 7.54 eV
LUMO energy ... 2.7060 eV

The geometry in ORCA input format:
```
! RIJCOSX wB97M-V def2-TZVPD def2/J DEFGRID3
* xyz -1 1
C 2.254 -3.890 0.885
C 2.521 -3.007 -0.173
C 2.397 -1.627 0.018
C 1.987 -1.135 1.256
S 1.909 0.657 1.503
C 0.352 1.372 0.818
C 0.141 2.703 0.411
S -0.834 0.377 -0.140
C -1.655 -0.795 0.924
C -1.429 -2.147 0.714
C -2.234 -3.076 1.366
C -3.369 -2.647 2.061
C -3.619 -1.275 2.228
C -2.740 -0.335 1.680
O -1.903 1.231 -0.506
O -0.100 -0.346 -1.176
O 1.878 0.788 2.946
O 2.947 1.291 0.727
C 1.737 -2.005 2.321
C 1.837 -3.385 2.133
H 2.387 -4.967 0.759
H 2.832 -3.392 -1.143
H 2.589 -0.938 -0.791
H -0.903 2.947 0.298
H 0.825 3.432 0.814
H -0.606 -2.472 0.066
H -1.994 -4.147 1.284
H -4.103 -3.374 2.422
H -4.485 -0.933 2.785
H -2.880 0.733 1.824
H 1.426 -1.617 3.294
H 1.585 -4.063 2.957
C -0.575 3.497 -3.798
C 0.837 3.064 -3.760
C 1.124 2.952 -2.260
O 2.282 2.733 -1.831
N 0.024 3.142 -1.522
C -1.003 3.551 -2.342
O -2.104 3.881 -1.961
H -0.636 4.471 -4.245
H -1.202 2.862 -4.389
H 1.004 2.105 -4.236
H 1.503 3.785 -4.222
*
```

=====

Entry 2:
A structure of composition C18H17AsN2S6Tc. Source: the OMol25 dataset; level of theory: ωB97M-V/def2-TZVPD.

Properties
F_max ... 4.13 eV Å⁻¹
HOMO energy (spin up / spin down) ... -11.61 / -11.61 eV
Kohn-Sham gap (spin up / spin down) ... 6.02 / 6.03 eV
LUMO energy (spin up / spin down) ... -5.5939 / -5.5867 eV

The geometry in ORCA input format:
```
! RIJCOSX wB97M-V def2-TZVPD def2/J DEFGRID3
* xyz 1 1
Tc 0.101 -0.558 -0.921
C -0.079 1.713 -1.373
C -0.839 1.117 -2.436
C -1.956 0.449 -1.826
C -1.861 0.668 -0.367
C -0.737 1.432 -0.103
C -0.350 2.166 1.112
C -2.916 0.285 0.637
C -3.214 -0.091 -2.327
C -0.523 1.332 -3.866
C 1.110 2.543 -1.644
H -0.819 3.125 1.237
H 0.657 2.404 1.092
H -0.580 1.648 2.040
H -3.790 0.968 0.513
H -2.652 0.365 1.706
H -3.294 -0.698 0.590
H -3.933 0.697 -2.208
H -3.557 -0.915 -1.758
H -3.039 -0.381 -3.386
H -0.573 2.367 -4.081
H -1.211 0.757 -4.452
H 0.524 1.090 -4.069
H 0.886 3.577 -1.973
H 1.774 2.021 -2.346
H 1.698 2.740 -0.780
S 1.919 0.079 0.471
C 1.749 -0.614 1.972
C 2.656 -0.295 2.997
C 2.452 -0.927 4.212
C 3.291 -0.555 5.339
N 3.994 -0.261 6.197
C 1.490 -2.002 4.297
C 0.710 -2.447 3.258
C 0.808 -1.661 2.094
S -0.080 -2.117 0.724
C 1.358 -2.754 5.497
N 1.269 -3.354 6.437
H 3.419 0.444 2.821
H -0.034 -3.202 3.320
S 1.694 -3.703 -4.509
As 0.742 -2.139 -3.507
S 1.886 -0.779 -2.437
S -0.952 -2.364 -2.315
S 0.800 -2.174 -5.880
*
```

=====

Entry 3:
A structure of composition C18H17CaLiN6O13S. Source: the OMol25 dataset; level of theory: ωB97M-V/def2-TZVPD.

Properties
F_max ... 3.46 eV Å⁻¹
HOMO energy ... -6.97 eV
Kohn-Sham gap ... 2.99 eV
LUMO energy ... -3.9797 eV

The geometry in ORCA input format:
```
! RIJCOSX wB97M-V def2-TZVPD def2/J DEFGRID3
* xyz 0 1
N 2.770 -3.723 2.064
C 1.998 -3.490 1.259
O 1.144 -3.058 0.382
C -0.156 -3.143 0.935
C -0.896 -4.316 0.723
C -2.160 -4.386 1.218
C -2.736 -3.331 1.959
N -4.004 -3.480 2.439
C -4.411 -2.450 3.127
C -3.656 -1.274 3.337
N -2.457 -1.104 2.855
C -1.978 -2.173 2.160
C -0.674 -2.099 1.625
N 0.138 -0.916 1.761
C 0.488 -0.559 2.871
S 0.578 0.314 4.185
H -0.501 -5.154 0.173
H -2.733 -5.285 1.049
H -5.404 -2.498 3.556
H -4.082 -0.468 3.921
C 0.289 -0.606 -1.637
C 0.545 -0.058 -3.062
O 1.720 0.241 -3.327
O -0.485 0.004 -3.751
H 1.213 -0.648 -1.064
H -0.423 0.040 -1.122
H -0.131 -1.608 -1.705
Li 0.307 2.877 4.951
N -2.820 -1.309 -4.564
O -2.768 -1.720 -5.728
O -2.591 -2.084 -3.618
O -3.084 -0.123 -4.330
Ca 0.862 2.487 2.123
C 1.105 0.403 -6.089
C 1.400 1.004 -7.582
O 2.574 1.290 -7.738
O 0.388 1.044 -8.256
H 2.023 0.375 -5.507
H 0.370 1.052 -5.600
H 0.698 -0.602 -6.191
C -4.512 1.875 -2.221
N -3.767 2.600 -1.160
O -4.302 3.525 -0.585
O -2.644 2.190 -0.945
H -5.498 2.310 -2.331
H -3.937 1.966 -3.138
H -4.574 0.836 -1.913
C 6.337 3.695 5.162
C 6.090 2.734 4.021
O 4.716 2.995 3.698
C 4.422 4.250 4.118
O 3.415 4.825 3.847
O 5.414 4.754 4.877
H 7.357 4.069 5.190
H 6.089 3.265 6.134
H 6.704 2.952 3.147
H 6.230 1.693 4.301
*
```

=====

Entry 4:
A structure of composition C18H17Cl4MgN6O6P. Source: the OMol25 dataset; level of theory: ωB97M-V/def2-TZVPD.

Properties
F_max ... 1.19 eV Å⁻¹
HOMO energy ... -1.29 eV
Kohn-Sham gap ... 5.64 eV
LUMO energy ... 4.3561 eV

The geometry in ORCA input format:
```
! RIJCOSX wB97M-V def2-TZVPD def2/J DEFGRID3
* xyz -2 1
Mg -1.417 2.186 -0.929
Cl -3.514 4.214 4.914
C -2.587 3.442 3.660
C -1.262 3.122 3.869
Cl -0.500 3.518 5.384
C -0.536 2.461 2.856
Cl 1.145 2.095 3.139
C -1.114 2.103 1.638
O -0.520 1.409 0.688
C -2.490 2.517 1.381
O -2.999 2.275 0.221
C -3.184 3.142 2.424
Cl -4.856 3.542 2.144
O -1.871 0.492 -2.030
N -0.967 0.147 -2.844
N 0.068 0.914 -2.855
O 0.218 1.981 -2.107
C 1.120 0.568 -3.749
C 0.935 -0.344 -4.786
C 1.985 -0.615 -5.647
C 3.218 0.007 -5.483
C 3.388 0.916 -4.449
C 2.343 1.202 -3.583
H -0.029 -0.815 -4.903
H 1.839 -1.319 -6.458
H 4.038 -0.217 -6.155
H 4.344 1.408 -4.308
H 2.438 1.909 -2.770
C 0.390 -3.210 3.118
N -0.744 -2.387 2.731
C -1.337 -2.930 1.514
N -0.392 -3.061 0.413
C 0.715 -3.888 0.867
N 1.389 -3.398 2.068
C 2.041 -2.107 1.770
P 0.933 -0.664 1.204
C -0.356 -0.978 2.538
C 0.052 -1.738 -0.062
H 0.017 -4.198 3.413
H 0.878 -2.745 3.979
H -2.159 -2.283 1.202
H -1.735 -3.926 1.741
H 1.452 -3.970 0.064
H 0.320 -4.886 1.090
H 2.786 -2.283 0.986
H 2.588 -1.786 2.663
H -1.253 -0.418 2.271
H 0.009 -0.589 3.491
H 0.721 -1.891 -0.914
H -0.820 -1.187 -0.420
O -2.152 3.550 -2.396
N -1.598 4.514 -1.819
O -0.976 4.201 -0.771
*
```

=====

- The highest F_max belongs to which entry?
  C18H17AsN2S6Tc

=====

- Look up the F_max of the fourth one.
  1.19 eV Å⁻¹

=====

- Which of these has the highest F_max?
  C18H17AsN2S6Tc